1.
{"formula": "C50H49N3O2P2Pt", "method": "the ωB97M-V functional and the def2-TZVPD basis", "orbital_gap_ha": [0.15452, 0.15054], "charge": 4, "e_homo_ev": [-17.70, -17.69], "e_lumo_ha": [-0.4961, -0.4997], "species": ["Pt", "O", "C", "C", "C", "C", "C", "C", "P", "C", "C", "C", "C", "C", "C", "C", "C", "C", "C", "C", "C", "C", "C", "C", "C", "C", "C", "P", "C", "C", "C", "C", "C", "C", "C", "C", "C", "C", "C", "C", "H", "H", "H", "H", "H", "H", "H", "H", "H", "H", "H", "H", "H", "H", "H", "H", "H", "H", "H", "H", "H", "H", "H", "H", "H", "H", "H", "H", "C", "N", "C", "C", "C", "C", "C", "C", "C", "C", "H", "H", "H", "H", "H", "H", "H", "H", "H", "H", "H", "H", "H", "N", "C", "N", "C", "C", "O", "C", "C", "H", "H", "H", "H", "H", "H", "H", "H"], "positions_angstrom": [[0.2147, 0.9123, 0.5850], [2.4439, -0.3341, 2.8369], [3.7190, -0.3732, 2.3724], [4.8857, -0.4204, 3.1473], [6.1229, -0.4853, 2.5356], [6.2317, -0.4520, 1.1492], [5.0904, -0.2962, 0.3754], [3.8339, -0.2630, 0.9674], [2.4034, 0.0468, -0.1313], [3.0459, 1.4690, -1.0681], [3.0360, 1.5370, -2.4602], [3.5669, 2.6471, -3.0957], [4.0971, 3.6955, -2.3558], [4.0945, 3.6351, -0.9675], [3.5653, 2.5342, -0.3242], [2.3407, -1.3219, -1.3163], [3.2414, -2.3853, -1.2971], [3.2294, -3.2984, -2.3375], [2.2957, -3.1887, -3.3592], [1.3622, -2.1594, -3.3513], [1.3796, -1.2295, -2.3306], [2.0379, -0.4380, 4.1274], [2.6971, -1.0760, 5.1839], [2.1781, -0.9894, 6.4630], [0.9989, -0.2900, 6.7151], [0.2665, 0.2269, 5.6558], [0.7672, 0.1437, 4.3654], [-0.3249, 0.4462, 2.9352], [-1.0970, -1.2060, 2.9943], [-2.0484, -1.5261, 3.9645], [-2.5528, -2.8126, 4.0237], [-2.0992, -3.7845, 3.1415], [-1.1322, -3.4733, 2.1928], [-0.6176, -2.1915, 2.1316], [-1.5134, 1.6904, 3.4791], [-1.0107, 2.8767, 4.0239], [-1.8748, 3.8810, 4.4146], [-3.2449, 3.7074, 4.2641], [-3.7463, 2.5379, 3.7063], [-2.8874, 1.5373, 3.2851], [4.8390, -0.3627, 4.2220], [7.0107, -0.5351, 3.1459], [7.1992, -0.4993, 0.6747], [5.1777, -0.1872, -0.6969], [2.6732, 0.7105, -3.0547], [3.5844, 2.6794, -4.1743], [4.5371, 4.5461, -2.8543], [4.5311, 4.4370, -0.3905], [3.5773, 2.4819, 0.7569], [3.9631, -2.4897, -0.5020], [3.9574, -4.0948, -2.3532], [2.2860, -3.9164, -4.1546], [0.6285, -2.0872, -4.1384], [0.6573, -0.4197, -2.3115], [3.5607, -1.6988, 5.0038], [2.6833, -1.4904, 7.2755], [0.6223, -0.2019, 7.7236], [-0.6937, 0.6868, 5.8408], [-2.3928, -0.7815, 4.6668], [-3.2896, -3.0613, 4.7727], [-2.4895, -4.7887, 3.2081], [-0.7761, -4.2362, 1.5177], [0.1565, -1.9389, 1.4133], [0.0574, 2.9859, 4.1562], [-1.4868, 4.7892, 4.8504], [-3.9231, 4.4806, 4.5894], [-4.8137, 2.4153, 3.6064], [-3.2737, 0.6339, 2.8335], [-2.7754, 2.6867, -2.6135], [-3.5184, 3.0516, -1.3929], [-3.6807, 4.5126, -1.2936], [-2.8957, 2.4847, -0.1567], [-2.8198, 0.9796, -0.2568], [-4.0282, 0.2881, -0.3652], [-4.0538, -1.0653, -0.6464], [-2.8606, -1.7435, -0.8336], [-1.6509, -1.0802, -0.6643], [-1.6140, 0.2750, -0.3390], [-3.2748, 3.0981, -3.4893], [-2.7276, 1.6056, -2.7224], [-1.7623, 3.0835, -2.5649], [-4.4543, 2.6364, -1.4796], [-2.6982, 4.9832, -1.2572], [-4.2395, 4.7764, -0.3975], [-4.2267, 4.8988, -2.1538], [-3.5086, 2.7875, 0.6990], [-1.8938, 2.9121, -0.0508], [-4.9593, 0.8205, -0.2254], [-4.9969, -1.5835, -0.7514], [-2.8577, -2.7836, -1.1222], [-0.7389, -1.6409, -0.8319], [0.5037, 3.1805, 0.5253], [0.9202, 4.2632, 0.4304], [1.3411, 5.4676, 0.2857], [1.5164, 6.4233, 1.3704], [0.5174, 7.5867, 1.1749], [0.6824, 8.1537, -0.0901], [0.4938, 7.2597, -1.1431], [1.4801, 6.0755, -1.0287], [2.5318, 6.8299, 1.3076], [1.3771, 5.9445, 2.3372], [0.7235, 8.3761, 1.9021], [-0.5105, 7.2148, 1.3128], [0.6978, 7.8115, -2.0623], [-0.5429, 6.8882, -1.1681], [2.4906, 6.4842, -1.1039], [1.3293, 5.3349, -1.8156]], "mulliken_charge": [2.250, 0.746, 0.176, -1.319, -0.895, -1.116, -0.055, 0.407, 1.017, 0.781, -0.764, -0.797, -0.756, -0.644, -0.655, 1.721, -1.022, -0.789, -0.804, -0.977, -1.257, -0.091, -1.229, -0.800, -1.062, -0.684, 1.650, 0.056, 1.018, -0.586, -0.838, -0.856, -0.695, -0.351, 0.863, -0.621, -0.869, -0.725, -0.844, -0.839, 0.757, 0.495, 0.509, 0.633, 0.548, 0.527, 0.525, 0.559, 0.498, 0.547, 0.502, 0.475, 0.526, 1.024, 0.803, 0.474, 0.493, 0.435, 0.426, 0.521, 0.485, 0.572, 0.194, 0.565, 0.561, 0.507, 0.573, 0.599, -0.748, 0.185, -1.036, -0.282, 0.591, -0.935, -1.211, -0.881, -0.181, 1.027, 0.445, 0.262, 0.343, 0.512, 0.489, 0.354, 0.405, 0.533, -0.590, 0.548, 0.506, 0.536, 0.584, -1.238, 0.200, 0.291, -0.544, -0.538, -0.355, -0.467, -0.604, 0.306, 0.472, 0.384, 0.286, 0.379, 0.139, 0.274, 0.482]}

2.
{"formula": "C50H50AsClN6O4S4SiZr", "method": "the ωB97M-V functional and the def2-TZVPD basis", "orbital_gap_ha": 0.08268, "charge": -2, "e_homo_ev": -0.34, "e_lumo_ha": 0.0700, "species": ["Zr", "O", "Cl", "O", "O", "O", "C", "Si", "C", "C", "C", "C", "C", "C", "N", "C", "S", "H", "H", "H", "H", "H", "H", "H", "H", "H", "H", "H", "H", "S", "C", "S", "S", "N", "C", "C", "C", "C", "C", "C", "C", "H", "H", "H", "H", "C", "C", "C", "C", "C", "C", "As", "N", "C", "C", "C", "C", "C", "C", "C", "C", "C", "C", "C", "C", "C", "C", "C", "C", "C", "C", "H", "H", "H", "H", "H", "H", "H", "H", "H", "H", "H", "H", "H", "H", "H", "H", "H", "H", "H", "H", "H", "H", "H", "H", "H", "H", "H", "N", "C", "C", "C", "C", "C", "C", "C", "N", "C", "C", "N", "C", "H", "H", "H", "H", "H", "H", "H"], "positions_angstrom": [[0.0911, 0.2588, -1.1820], [3.0305, -1.7642, 0.2731], [1.7145, -2.0068, -0.2447], [1.8477, 0.7383, -0.5139], [0.7686, -1.3011, 0.5869], [1.5500, -1.5752, -1.6151], [-6.3252, 0.9197, -0.5597], [-5.6169, 0.3224, 1.0922], [-6.3334, -1.3376, 1.6670], [-6.3495, 1.6213, 2.3014], [-3.7522, 0.4594, 1.3767], [-3.2153, 0.9542, 2.4987], [-1.7714, 1.2936, 2.5944], [-1.0745, 1.0163, 1.2361], [-1.5743, 0.0493, 0.2733], [-2.8928, -0.1307, 0.3120], [-3.7376, -1.1813, -0.6836], [-7.4136, 0.9975, -0.4846], [-6.0810, 0.2435, -1.3731], [-5.9374, 1.9072, -0.8184], [-7.4260, -1.3158, 1.6641], [-6.0051, -1.5656, 2.6832], [-5.9982, -2.1400, 1.0133], [-7.4216, 1.7299, 2.1220], [-5.8937, 2.6040, 2.1622], [-6.2247, 1.3422, 3.3508], [-3.8449, 1.2216, 3.3451], [-1.2843, 0.9125, 3.4987], [0.0036, 0.8604, 1.3826], [-1.5398, -1.1043, -5.4515], [-1.2952, -0.6568, -3.8664], [-1.2386, 1.0009, -3.3666], [-1.0214, -1.7739, -2.5956], [1.9833, -8.9970, -0.4834], [1.8612, -7.8431, -0.4369], [1.7298, -6.4478, -0.3765], [2.0322, -5.7452, 0.8250], [1.9436, -4.3890, 0.8857], [1.5398, -3.6696, -0.2732], [1.2086, -4.3416, -1.4789], [1.2926, -5.7006, -1.5128], [2.3624, -6.3086, 1.6880], [2.1907, -3.8403, 1.7845], [0.8803, -3.7681, -2.3343], [1.0429, -6.2355, -2.4193], [7.4541, 4.5644, 1.1111], [6.4331, 3.6600, 0.4695], [6.4884, 3.3314, -0.8760], [5.5358, 2.5033, -1.4587], [5.6369, 2.1865, -2.9298], [4.4782, 1.9842, -0.7036], [3.2200, 0.6062, -1.5599], [0.0582, 2.3884, -1.0833], [-0.1758, 2.9836, 0.0323], [0.6547, 3.9096, 0.7180], [0.5455, 4.0674, 2.1238], [-0.4237, 3.5299, 2.9094], [-1.5934, 2.8259, 2.3085], [-1.3586, 2.4736, 0.8264], [2.4658, 1.4493, -3.2375], [2.2029, 0.5799, -4.3204], [2.4466, -0.9097, -4.3108], [1.7014, 1.0891, -5.5134], [1.4107, 2.4295, -5.6747], [0.7886, 2.9401, -6.9423], [1.6830, 3.2822, -4.6173], [2.2031, 2.8218, -3.4153], [2.4650, 3.8597, -2.3599], [4.4586, 2.2496, 0.6781], [3.4443, 1.6510, 1.6213], [5.4167, 3.0982, 1.2290], [7.9462, 5.1912, 0.3670], [8.2206, 3.9736, 1.6193], [6.9807, 5.2059, 1.8555], [7.2903, 3.7308, -1.4903], [6.6487, 2.3621, -3.2952], [4.9471, 2.8090, -3.5032], [5.3623, 1.1433, -3.0995], [1.5415, 4.2939, 0.2322], [1.3288, 4.6476, 2.6050], [-0.4093, 3.6612, 3.9861], [-2.5124, 3.3907, 2.5068], [-2.2650, 2.5412, 0.2251], [3.2599, -1.2018, -3.6480], [2.6692, -1.2496, -5.3220], [1.5407, -1.4294, -3.9965], [1.5018, 0.4014, -6.3264], [0.9929, 2.2686, -7.7755], [1.1477, 3.9412, -7.1872], [-0.2948, 2.9860, -6.8080], [1.4691, 4.3419, -4.7247], [3.1764, 4.6124, -2.7136], [2.8576, 3.4119, -1.4562], [1.5268, 4.3542, -2.1123], [2.4923, 2.1786, 1.5536], [3.7999, 1.7164, 2.6514], [3.2604, 0.6085, 1.3742], [5.3736, 3.3085, 2.2939], [-5.3895, -3.7913, 8.2119], [-4.9396, -3.7346, 7.1542], [-4.3745, -3.6912, 5.8504], [-4.2214, -2.4796, 5.1687], [-3.6435, -2.4491, 3.9171], [-3.2212, -3.6305, 3.3126], [-3.3925, -4.8454, 3.9773], [-3.9574, -4.8764, 5.2336], [-2.6125, -3.6072, 2.0530], [-2.8472, -4.4902, 1.0179], [-1.9783, -4.1456, 0.0307], [-1.1979, -3.0902, 0.4318], [-1.6032, -2.7849, 1.6281], [-4.5679, -1.5647, 5.6307], [-3.5376, -1.5162, 3.3789], [-3.0638, -5.7600, 3.5022], [-4.0754, -5.8135, 5.7608], [-3.6248, -5.2314, 1.0741], [-1.8629, -4.5679, -0.9530], [-1.1868, -1.9979, 2.2362]], "mulliken_charge": [-1.560, -0.644, 1.785, 1.794, -0.055, 0.029, -1.148, 0.059, -0.972, -1.309, 0.850, -1.149, -0.040, 0.340, 1.142, -0.913, -0.391, 0.341, 0.332, 0.341, 0.447, 0.206, 0.222, 0.351, 0.356, 0.334, 0.353, 0.553, 0.049, -0.407, 0.321, -0.444, -0.515, -0.566, -0.062, 0.559, -0.764, -0.908, 0.351, -0.284, -1.067, 0.465, 0.548, 0.454, 0.508, -1.617, 0.742, -0.977, 0.905, -1.830, -0.836, 1.179, -0.340, -0.088, -1.086, -0.047, -1.737, 0.338, 0.415, 1.371, -0.065, -1.879, -0.704, 0.825, -1.688, -1.125, 1.181, -1.560, 1.082, -1.384, -1.200, 0.377, 0.283, 0.367, 0.361, 0.507, 0.254, 0.376, 0.178, 0.354, 0.239, 0.566, 0.381, 0.412, 0.630, 0.027, 0.311, 0.388, 0.401, 0.264, 0.351, 0.660, -0.775, 0.596, 0.150, 0.461, -0.124, 0.372, -0.596, 0.063, 0.486, -0.763, -0.237, -0.314, -0.498, -0.810, 0.550, -0.676, -1.179, 0.680, -1.284, 0.496, 0.966, 0.541, 0.446, 0.596, 0.636, 0.756]}

What total energy values result from the calculations? In sequence: -82994.10326; -195646.41221 eV.
What max |F| values result from the calculations? In sequence: 2.4; 6.0 eV/A.